{
  "formula": "C40H35CoN5O4P2S2",
  "method": "ωB97M-V with the def2-TZVPD basis set",
  "species": ["Co", "C", "S", "C", "S", "N", "N", "C", "C", "C", "C", "C", "C", "N", "H", "H", "H", "H", "H", "H", "H", "H", "C", "N", "P", "C", "C", "C", "C", "C", "C", "C", "C", "C", "C", "C", "C", "P", "C", "C", "C", "C", "C", "C", "C", "C", "C", "C", "C", "C", "H", "H", "H", "H", "H", "H", "H", "H", "H", "H", "H", "H", "H", "H", "H", "H", "H", "H", "H", "H", "H", "H", "H", "O", "C", "O", "C", "C", "C", "C", "C", "C", "N", "O", "O", "H", "H", "H", "H"],
  "xyz": [[-0.7469, 0.0998, -0.8234], [-2.1949, 3.2162, -5.2611], [-0.5880, 3.5447, -4.5321], [-0.3347, 2.1132, -3.5526], [-1.6699, 2.2227, -0.4710], [-1.2474, 1.2253, -3.6017], [-1.2332, 0.1492, -2.7346], [-1.7487, -0.9225, -3.1882], [-2.1913, -1.9421, -2.2353], [-2.6539, -3.1842, -2.6397], [-3.1810, -4.0391, -1.6839], [-3.2414, -3.6163, -0.3673], [-2.7379, -2.3638, -0.0475], [-2.2102, -1.5457, -0.9512], [-2.4469, 4.0944, -5.8534], [-2.9369, 3.0660, -4.4804], [-2.1561, 2.3355, -5.8978], [-1.9844, -1.0282, -4.2420], [-2.5866, -3.4695, -3.6809], [-3.5436, -5.0188, -1.9659], [-3.6564, -4.2417, 0.4112], [-2.7456, -2.0105, 0.9760], [1.7193, 2.3212, 2.1829], [0.7083, 1.8458, 1.2432], [0.3068, 2.5582, -0.2440], [0.6048, 4.3240, -0.0236], [-0.3277, 5.1631, 0.5832], [-0.0452, 6.5117, 0.7297], [1.1602, 7.0262, 0.2654], [2.0861, 6.1956, -0.3488], [1.8080, 4.8428, -0.4955], [1.2249, 1.7703, -1.4577], [2.4441, 1.1194, -1.0714], [3.2943, 0.5451, -1.9441], [2.9681, 0.5819, -3.3556], [1.9421, 1.2969, -3.8210], [1.0580, 2.1506, -2.9250], [-0.0974, 0.3551, 1.3846], [1.1149, -0.7397, 2.1970], [2.1544, -1.2655, 1.4231], [3.0916, -2.1115, 1.9939], [2.9994, -2.4547, 3.3367], [1.9731, -1.9360, 4.1116], [1.0395, -1.0774, 3.5479], [-1.3646, 0.6150, 2.6632], [-2.1118, -0.4725, 3.1162], [-3.1146, -0.2915, 4.0565], [-3.3782, 0.9778, 4.5543], [-2.6359, 2.0626, 4.1096], [-1.6343, 1.8831, 3.1651], [1.9458, 3.3657, 1.9752], [2.6417, 1.7400, 2.1111], [1.3458, 2.2483, 3.2061], [-1.2739, 4.7573, 0.9225], [-0.7685, 7.1661, 1.1995], [1.3726, 8.0821, 0.3762], [3.0200, 6.5990, -0.7180], [2.5196, 4.1810, -0.9778], [2.6582, 1.0521, -0.0110], [4.1655, 0.0043, -1.5997], [3.5785, 0.0237, -4.0553], [1.7334, 1.3450, -4.8837], [1.3550, 3.2075, -3.0780], [2.1945, -1.0498, 0.3640], [3.8858, -2.5187, 1.3806], [3.7246, -3.1273, 3.7769], [1.8938, -2.1998, 5.1583], [0.2491, -0.6792, 4.1695], [-1.8834, -1.4750, 2.7659], [-3.6831, -1.1440, 4.4066], [-4.1595, 1.1204, 5.2898], [-2.8402, 3.0539, 4.4945], [-1.0724, 2.7341, 2.8017], [0.7782, -2.5098, -3.0449], [0.6629, -2.4008, -1.8302], [0.5924, -1.3197, -1.1498], [0.6365, -3.6716, -0.9973], [1.0289, -4.8884, -1.5404], [0.9711, -6.0525, -0.7853], [0.4910, -6.0200, 0.5157], [0.0809, -4.8004, 1.0270], [0.1608, -3.6276, 0.3027], [-0.4878, -4.7472, 2.3797], [-1.0712, -3.7267, 2.7102], [-0.3500, -5.7152, 3.0998], [1.3756, -4.8985, -2.5660], [1.2922, -6.9935, -1.2120], [0.4232, -6.9104, 1.1230], [-0.1398, -2.6865, 0.7384]],
  "multiplicity": 2,
  "lumo_energy_ev": [-0.37, -0.36],
  "homo_lumo_gap_ev": [5.69, 5.94],
  "fmax_ha_per_bohr": 0.0128,
  "e_above_lowest_ev": 1.5824
}

{
  "formula": "C40H35CsN3O2P2S2",
  "method": "ωB97M-V with the def2-TZVPD basis set",
  "species": ["Cs", "C", "P", "C", "C", "C", "C", "C", "C", "C", "C", "C", "C", "C", "C", "C", "C", "C", "C", "C", "P", "C", "C", "C", "C", "C", "C", "C", "C", "C", "C", "C", "C", "N", "H", "H", "H", "H", "H", "H", "H", "H", "H", "H", "H", "H", "H", "H", "H", "H", "H", "H", "H", "H", "H", "H", "H", "H", "H", "H", "O", "C", "C", "C", "C", "C", "C", "C", "O", "N", "N", "C", "S", "C", "C", "S", "H", "H", "H", "H", "H", "H", "H", "H", "H"],
  "xyz": [[-1.0027, 0.5944, 0.0230], [1.4643, 0.8523, 3.3160], [0.6464, -0.6434, 2.5851], [2.0396, -1.3251, 1.6136], [3.3032, -1.5685, 2.1416], [4.3183, -2.0404, 1.3294], [4.0948, -2.2431, -0.0236], [2.8428, -1.9942, -0.5588], [1.8194, -1.5582, 0.2618], [0.7130, -1.6736, 4.1064], [0.0736, -1.1753, 5.2423], [0.0746, -1.8823, 6.4291], [0.7098, -3.1113, 6.5014], [1.3146, -3.6340, 5.3716], [1.3063, -2.9314, 4.1784], [2.0375, 1.6534, 2.2007], [3.1586, 2.4690, 2.2254], [3.2889, 2.9654, 0.9231], [2.2527, 2.4006, 0.1929], [2.0112, 2.5497, -1.2646], [0.4194, 3.4656, -1.6062], [1.0849, 5.1689, -1.5604], [1.2619, 5.9767, -2.6807], [1.7330, 7.2696, -2.5428], [2.0190, 7.7809, -1.2877], [1.8408, 6.9850, -0.1668], [1.3749, 5.6910, -0.2989], [0.2720, 3.2116, -3.4197], [1.3630, 3.0695, -4.2755], [1.1683, 2.8307, -5.6234], [-0.1142, 2.7329, -6.1387], [-1.2056, 2.8752, -5.2977], [-1.0118, 3.1086, -3.9483], [1.4752, 1.6031, 0.9722], [2.2395, 0.5522, 4.0301], [0.6940, 1.4112, 3.8640], [3.4994, -1.3756, 3.1875], [5.2896, -2.2552, 1.7513], [4.8970, -2.5896, -0.6578], [2.6581, -2.1544, -1.6138], [0.8284, -1.4002, -0.1475], [-0.4271, -0.2159, 5.1925], [-0.4219, -1.4773, 7.3007], [0.7220, -3.6623, 7.4326], [1.7975, -4.6007, 5.4212], [1.7714, -3.3584, 3.3004], [3.7892, 2.6734, 3.0747], [4.0539, 3.6307, 0.5530], [1.8983, 1.5714, -1.7475], [2.8406, 3.0960, -1.7231], [1.0348, 5.5944, -3.6664], [1.8762, 7.8850, -3.4213], [2.3742, 8.7974, -1.1847], [2.0618, 7.3828, 0.8141], [1.2469, 5.0603, 0.5705], [2.3695, 3.1538, -3.8903], [2.0214, 2.7180, -6.2788], [-0.2619, 2.5455, -7.1930], [-2.2082, 2.7998, -5.6946], [-1.8636, 3.2244, -3.2877], [-5.4830, 0.0704, -1.3436], [-5.8953, -1.1384, -0.9205], [-7.2576, -1.4351, -0.9187], [-7.7051, -2.6565, -0.4600], [-6.8028, -3.6135, -0.0233], [-5.4482, -3.3402, -0.0504], [-4.9762, -2.1088, -0.4896], [-3.5226, -1.7940, -0.5087], [-3.1200, -0.5936, -0.6284], [-2.7763, -2.8612, -0.4121], [-1.4069, -2.7853, -0.4359], [-1.0024, -3.9868, -0.4804], [0.6280, -4.5693, -0.4751], [0.1480, -6.2426, -1.0678], [-1.1807, -6.6278, -0.4639], [-2.3246, -5.1778, -0.5368], [-4.4973, 0.0522, -1.1769], [-7.9496, -0.6878, -1.2789], [-8.7663, -2.8651, -0.4415], [-7.1596, -4.5705, 0.3309], [-4.7335, -4.0823, 0.2642], [0.9600, -6.9109, -0.7783], [0.0849, -6.1970, -2.1571], [-1.0825, -6.9302, 0.5793], [-1.6572, -7.4254, -1.0310]],
  "charge": -1,
  "lumo_energy_ev": 2.12,
  "homo_lumo_gap_ev": 6.11,
  "fmax_ha_per_bohr": 0.0309,
  "e_above_lowest_ev": 1.2925
}

{
  "formula": "C40H36AsN3O3SZn",
  "method": "ωB97M-V with the def2-TZVPD basis set",
  "species": ["Zn", "C", "O", "C", "C", "C", "C", "C", "C", "N", "C", "N", "C", "C", "C", "C", "C", "C", "O", "C", "N", "C", "C", "C", "C", "C", "C", "O", "C", "H", "H", "H", "H", "H", "H", "H", "H", "H", "H", "H", "H", "H", "H", "H", "H", "H", "H", "H", "H", "H", "H", "S", "C", "C", "C", "C", "C", "C", "As", "C", "C", "C", "C", "C", "C", "C", "C", "C", "C", "C", "C", "H", "H", "H", "H", "H", "H", "H", "H", "H", "H", "H", "H", "H", "H"],
  "xyz": [[1.4328, 1.6123, 0.9151], [-3.4146, -2.1423, -0.5755], [-2.1741, -2.2936, 0.1048], [-2.1274, -3.1212, 1.1760], [-3.1921, -3.9000, 1.6118], [-3.0322, -4.7511, 2.6992], [-1.8173, -4.8210, 3.3624], [-0.7691, -4.0099, 2.9508], [-0.9107, -3.1523, 1.8708], [0.1971, -2.3756, 1.4463], [0.2863, -1.0049, 1.4541], [-0.8601, -0.3462, 1.7104], [-1.1631, 1.0263, 1.9284], [-0.2573, 2.0807, 1.8174], [-0.7532, 3.3629, 2.0741], [-2.0804, 3.5971, 2.4105], [-2.9655, 2.5291, 2.4934], [-2.5017, 1.2511, 2.2584], [-3.3538, 0.1583, 2.2965], [-3.7449, -0.2144, 3.6178], [1.4240, -0.4125, 1.2079], [2.6207, -1.1721, 1.1267], [3.3296, -1.2499, -0.0693], [4.5557, -1.8966, -0.1269], [5.0834, -2.4881, 1.0139], [4.3792, -2.4347, 2.2076], [3.1579, -1.7796, 2.2636], [2.4154, -1.7630, 3.4169], [2.9467, -0.9410, 4.4566], [-3.2236, -1.4544, -1.3938], [-4.1728, -1.7189, 0.0865], [-3.7594, -3.0986, -0.9747], [-4.1398, -3.8612, 1.0932], [-3.8668, -5.3603, 3.0214], [-1.6872, -5.4847, 4.2069], [0.1795, -4.0204, 3.4773], [1.0942, -2.8288, 1.5273], [-1.6912, -0.9114, 1.7160], [-0.0835, 4.2121, 1.9873], [-2.4344, 4.6069, 2.5813], [-4.0130, 2.6789, 2.7269], [-4.4577, -1.0307, 3.5231], [-4.2163, 0.6208, 4.1390], [-2.8798, -0.5518, 4.1955], [2.9210, -0.7654, -0.9480], [5.0977, -1.9295, -1.0636], [6.0396, -2.9954, 0.9773], [4.7705, -2.9074, 3.1007], [2.4289, -1.2091, 5.3736], [2.7691, 0.1133, 4.2332], [4.0183, -1.1036, 4.5850], [3.1705, 2.5655, -0.1844], [3.2480, 1.7372, -1.7582], [4.5173, 1.5852, -2.3315], [4.6843, 0.9820, -3.5682], [3.5816, 0.5119, -4.2714], [2.3173, 0.6615, -3.7222], [2.1378, 1.2726, -2.4818], [0.3918, 1.3695, -1.6312], [-0.1732, 3.1910, -2.0027], [0.6462, 4.1412, -2.5978], [0.1951, 5.4469, -2.7553], [-1.0717, 5.8087, -2.3167], [-1.8904, 4.8638, -1.7098], [-1.4366, 3.5629, -1.5439], [-0.7183, 0.3721, -2.8721], [-0.7247, -1.0162, -2.7260], [-1.5036, -1.8068, -3.5596], [-2.3026, -1.2120, -4.5296], [-2.3100, 0.1691, -4.6674], [-1.5176, 0.9615, -3.8433], [5.3769, 1.9392, -1.7752], [5.6811, 0.8728, -3.9811], [3.7033, 0.0355, -5.2369], [1.4558, 0.2988, -4.2686], [1.6366, 3.8670, -2.9407], [0.8399, 6.1834, -3.2193], [-1.4176, 6.8281, -2.4379], [-2.8741, 5.1425, -1.3517], [-2.0668, 2.8360, -1.0415], [-0.1208, -1.4808, -1.9541], [-1.4947, -2.8843, -3.4459], [-2.9174, -1.8251, -5.1774], [-2.9294, 0.6344, -5.4241], [-1.5185, 2.0371, -3.9640]],
  "lumo_energy_ev": 0.57,
  "homo_lumo_gap_ev": 8.02,
  "fmax_ha_per_bohr": 0.0073,
  "e_above_lowest_ev": 0.0000
}

{
  "formula": "C40H36Cl5NOP2Re",
  "method": "ωB97M-V with the def2-TZVPD basis set",
  "species": ["Re", "C", "C", "C", "C", "C", "C", "C", "C", "C", "C", "H", "H", "H", "H", "H", "H", "H", "H", "H", "H", "H", "H", "H", "H", "H", "N", "P", "C", "C", "C", "C", "C", "C", "C", "C", "C", "C", "C", "C", "P", "C", "C", "C", "C", "C", "C", "C", "C", "C", "C", "C", "C", "H", "H", "H", "H", "H", "H", "H", "H", "H", "H", "H", "H", "H", "H", "H", "H", "H", "H", "H", "H", "H", "Cl", "C", "C", "Cl", "C", "Cl", "C", "O", "C", "Cl", "C", "Cl"],
  "xyz": [[-0.2919, -1.0272, -1.0091], [-1.8045, -2.5645, -1.1540], [-1.5748, -3.2171, 0.1390], [-2.1342, -2.4475, 1.1557], [-2.7113, -1.3166, 0.5556], [-2.5040, -1.3431, -0.8829], [-3.4751, -0.7518, -1.8684], [-3.5358, -0.3308, 1.2885], [-2.1434, -2.7426, 2.6197], [-0.9509, -4.5536, 0.3067], [-1.9434, -3.3363, -2.4431], [-4.3796, -1.3653, -1.9088], [-3.0530, -0.7203, -2.8723], [-3.7745, 0.2572, -1.6009], [-4.4875, -0.8167, 1.5331], [-3.7574, 0.5546, 0.7032], [-3.0851, -0.0487, 2.2425], [-3.1170, -3.1248, 2.9350], [-1.9423, -1.8489, 3.2139], [-1.4010, -3.4925, 2.8881], [-1.7205, -5.3132, 0.1324], [-0.5633, -4.7084, 1.3114], [-0.1603, -4.7502, -0.4145], [-2.9588, -3.7280, -2.5391], [-1.2571, -4.1817, -2.4843], [-1.7469, -2.7142, -3.3164], [-0.2444, 1.3862, 1.0771], [-0.6692, 1.3320, -0.5614], [0.5192, 2.3905, -1.4557], [1.3113, 3.3281, -0.8037], [2.2765, 4.0452, -1.5001], [2.4493, 3.8346, -2.8622], [1.6330, 2.9269, -3.5301], [0.6790, 2.2066, -2.8283], [-2.1724, 2.3259, -0.7190], [-2.6840, 2.5545, -1.9967], [-3.7853, 3.3745, -2.1700], [-4.3788, 3.9831, -1.0701], [-3.8635, 3.7755, 0.1998], [-2.7608, 2.9504, 0.3759], [0.2174, -0.1077, 1.7701], [-0.0479, 0.2469, 3.5344], [0.6957, -0.4547, 4.4838], [0.4804, -0.2423, 5.8355], [-0.4810, 0.6690, 6.2533], [-1.2344, 1.3587, 5.3155], [-1.0232, 1.1470, 3.9601], [2.0643, -0.1181, 1.6354], [2.7767, -1.2537, 1.5458], [4.1732, -1.2938, 1.1051], [4.8091, -0.6378, 0.1684], [3.2280, 1.3402, 0.1420], [2.6568, 1.1979, 1.3050], [-0.1030, 2.2643, 1.5636], [1.1778, 3.5314, 0.2520], [2.8816, 4.7774, -0.9819], [3.1980, 4.3947, -3.4069], [1.7434, 2.7792, -4.5964], [0.0786, 1.4738, -3.3553], [-2.2285, 2.0908, -2.8638], [-4.1796, 3.5435, -3.1628], [-5.2383, 4.6253, -1.2066], [-4.3157, 4.2578, 1.0560], [-2.3705, 2.7961, 1.3736], [1.4504, -1.1691, 4.1755], [1.0659, -0.7862, 6.5643], [-0.6414, 0.8399, 7.3090], [-1.9902, 2.0626, 5.6371], [-1.6334, 1.6802, 3.2415], [2.3339, -2.2046, 1.8209], [4.8132, -2.0733, 1.5324], [5.0463, 1.3425, -0.9259], [3.5108, 1.2821, -2.1410], [2.4225, 2.0681, 1.9112], [5.6913, -3.7683, -4.3158], [4.8366, -2.6427, -3.3613], [3.7580, -3.0269, -2.6362], [3.3677, -4.7028, -2.6105], [2.8199, -2.1498, -1.9256], [1.2277, -2.9569, -1.5562], [2.6309, -0.8401, -1.7027], [1.5319, -0.2011, -1.6002], [5.0949, -0.3017, -2.5202], [4.0908, 0.4477, -1.2576], [5.3335, -1.2518, -3.3970], [6.4435, -0.8153, -4.6546]],
  "charge": 2,
  "multiplicity": 4,
  "lumo_energy_ev": [-7.02, -7.45],
  "homo_lumo_gap_ev": [5.85, 5.47],
  "fmax_ha_per_bohr": 0.0378,
  "e_above_lowest_ev": 23.4818
}